{
  "formula": "C41H37BrF4LaN7O2",
  "method": "the ωB97M-V functional and the def2-TZVPD basis",
  "e_above_lowest_kj_mol": 17.0,
  "charge": 0,
  "elements": ["La", "Br", "F", "F", "F", "F", "O", "O", "N", "N", "N", "N", "N", "N", "N", "C", "C", "C", "C", "C", "C", "C", "C", "C", "C", "C", "C", "C", "C", "C", "C", "C", "C", "C", "C", "C", "C", "C", "C", "C", "C", "C", "C", "C", "C", "C", "C", "C", "C", "C", "C", "C", "C", "C", "C", "C", "H", "H", "H", "H", "H", "H", "H", "H", "H", "H", "H", "H", "H", "H", "H", "H", "H", "H", "H", "H", "H", "H", "H", "H", "H", "H", "H", "H", "H", "H", "H", "H", "H", "H", "H", "H", "H"],
  "xyz": [[-0.32397, 0.05987, 0.60934], [-4.04804, -2.46044, 0.95750], [4.87175, -1.62105, 1.26954], [2.76336, 2.27111, 4.44730], [1.16140, 0.99513, 2.73666], [6.40082, -0.39330, 3.01108], [-1.79521, 2.77378, -2.73150], [-0.83422, 2.55953, 1.68234], [1.70989, 2.17953, -0.12451], [-0.66609, -2.05510, -1.81392], [-1.26294, 2.25766, -0.52939], [0.36606, -3.19314, 2.05976], [-3.04637, -0.64252, -0.87550], [1.98662, -0.91930, 1.09211], [0.95824, 0.21874, -2.09643], [-2.99437, 6.58151, -0.72302], [3.30744, 1.30669, 3.67289], [-1.06806, -4.35779, -2.32053], [-5.07511, -1.71532, -1.56047], [2.10952, 1.62389, -3.65503], [0.62301, -1.86576, 4.20418], [-2.73686, 5.48946, -1.55109], [1.46571, 3.81443, -1.85757], [-2.70666, 6.53621, 0.63965], [-1.90765, 4.32827, 0.38675], [-1.74931, 3.05285, -1.54869], [1.80258, 4.52168, 0.38789], [-3.03349, -0.00181, -2.05164], [2.91390, -0.37143, 1.90811], [0.98567, -0.75187, -3.01163], [-4.01221, -0.15438, -3.01331], [0.05282, -4.39193, -3.13153], [-2.15026, 5.39749, 1.22083], [-2.04723, -0.19299, 2.45407], [-5.05614, -1.03361, -2.76131], [2.49589, 0.65599, 2.77749], [0.19076, -5.26861, 0.54975], [1.83923, 3.18361, 0.74469], [-2.19363, 4.36986, -0.96054], [5.09738, -0.02646, 2.96371], [0.78569, -3.22984, -3.30237], [-4.04109, -1.47356, -0.66395], [4.28414, -0.68192, 2.05545], [0.35941, -2.06664, -2.66908], [1.57977, 4.84134, -0.93773], [1.51911, 1.39124, -2.41563], [-1.36294, -3.17847, -1.65863], [0.09504, -3.10130, 3.50465], [1.56010, 2.50126, -1.41322], [2.18110, -2.28416, 0.63928], [4.64888, 0.98272, 3.79280], [1.51868, -0.58129, -4.28367], [2.09707, 0.62879, -4.60969], [1.80494, -3.25742, 1.75433], [-0.46890, -4.29014, 1.51214], [-1.30139, 2.98200, 0.62603], [2.14827, -4.26835, 1.53063], [-5.85720, -2.41610, -1.31124], [1.48394, 5.87216, -1.25187], [-1.68641, -5.23058, -2.16685], [-1.91705, 5.35220, 2.27551], [0.35450, -5.30511, -3.62706], [-2.19831, -3.12874, -0.97154], [-2.94347, 5.51933, -2.61197], [1.90790, 5.28183, 1.14727], [1.93536, 2.91026, 1.78402], [1.70883, -1.79372, 4.19409], [-3.42477, 7.48130, -1.14156], [-5.83642, -1.19721, -3.49243], [1.26065, 4.02438, -2.89614], [2.58096, 2.57430, -3.85021], [0.91834, -5.90688, 1.04633], [-3.04786, 0.10582, 2.11692], [2.36639, -2.95751, 2.64059], [0.21065, -0.96223, 3.76198], [-1.75330, 0.52902, 3.22646], [-2.16323, -1.16210, 2.95276], [0.48017, -4.00768, 4.00691], [0.31052, -1.88387, 5.24958], [-0.58206, -5.92373, 0.13777], [5.30202, 1.48427, 4.48764], [3.19434, -2.49681, 0.29229], [-0.99001, -3.12398, 3.62745], [1.46247, -1.38061, -5.00708], [-2.92056, 7.40099, 1.25289], [-0.86170, -4.87957, 2.35123], [-3.94647, 0.40840, -3.93206], [2.52720, 0.79279, -5.58757], [0.68676, -4.77739, -0.28704], [-1.35091, -3.84987, 1.03631], [1.51620, -2.46494, -0.21633], [-2.19875, 0.65767, -2.23399], [1.66918, -3.22082, -3.92243]],
  "atomic_forces_ev_per_a": [[0.4, -0.1, -0.1], [0.0, 0.0, 0.0], [-0.1, 0.1, 0.1], [0.2, -0.2, -0.1], [0.4, -0.1, -0.1], [-0.4, 0.1, 0.0], [0.1, -0.1, -0.1], [-0.1, -0.3, 0.0], [-0.2, 0.1, 0.0], [0.3, 0.1, 0.1], [-0.3, 0.2, -0.2], [0.1, 0.0, 0.1], [0.2, 0.0, 0.1], [-0.2, 0.2, 0.0], [0.1, 0.2, 0.1], [0.0, 0.0, 0.0], [-0.2, 0.1, 0.0], [0.0, 0.0, -0.1], [0.0, 0.0, 0.0], [0.0, 0.0, 0.0], [0.0, 0.1, 0.0], [0.0, 0.1, 0.1], [0.0, 0.0, 0.0], [0.0, 0.0, 0.0], [0.0, -0.1, 0.1], [0.0, 0.0, 0.2], [0.0, 0.0, 0.0], [0.1, 0.0, 0.0], [-0.3, -0.2, -0.2], [-0.1, -0.2, 0.1], [0.0, 0.0, 0.0], [0.0, 0.0, 0.0], [0.0, 0.1, 0.0], [0.1, -0.1, 0.1], [0.1, 0.0, 0.0], [-0.2, 0.2, 0.1], [0.0, 0.0, 0.0], [0.0, -0.1, 0.0], [0.1, 0.0, -0.2], [0.3, -0.2, -0.1], [-0.1, 0.0, 0.0], [-0.3, 0.0, 0.0], [0.2, 0.0, 0.0], [0.0, 0.2, -0.2], [0.0, 0.0, 0.0], [0.0, 0.1, 0.1], [0.0, 0.1, 0.1], [0.0, -0.1, 0.0], [0.0, -0.2, -0.1], [0.0, 0.0, 0.0], [-0.1, 0.0, 0.0], [0.0, 0.0, 0.0], [0.0, 0.0, 0.1], [-0.1, 0.0, 0.1], [0.0, 0.0, 0.1], [0.1, -0.1, -0.1], [0.0, -0.1, -0.1], [0.0, 0.0, 0.0], [0.0, 0.0, 0.0], [0.0, 0.0, 0.0], [0.0, 0.0, 0.0], [0.0, 0.0, 0.0], [0.1, -0.1, 0.0], [0.0, 0.0, 0.0], [0.0, 0.0, 0.0], [0.0, 0.0, 0.0], [0.1, 0.0, 0.0], [0.0, 0.0, 0.0], [0.0, 0.0, 0.0], [0.0, 0.0, 0.0], [0.0, 0.0, 0.0], [0.0, 0.0, 0.0], [0.0, 0.1, 0.0], [0.0, 0.0, 0.0], [0.0, 0.0, 0.0], [0.0, 0.0, 0.1], [0.0, 0.0, 0.0], [0.0, 0.0, 0.0], [0.0, -0.1, 0.0], [0.0, 0.1, 0.0], [0.0, 0.0, 0.0], [-0.1, 0.0, 0.0], [0.0, 0.0, 0.0], [0.0, 0.0, 0.0], [0.0, 0.0, 0.0], [0.0, 0.0, -0.1], [0.0, 0.0, 0.0], [0.0, 0.0, 0.0], [0.0, 0.0, 0.0], [0.1, 0.0, 0.0], [0.0, 0.0, 0.0], [0.0, 0.1, 0.0], [0.0, 0.0, 0.0]],
  "lowdin_charge": [1.963, 0.826, 0.060, 0.080, -0.035, 0.073, 0.056, -0.041, 0.102, 0.097, 0.017, -0.152, 0.010, -0.152, 0.134, -0.071, -0.227, -0.060, -0.113, -0.001, -0.074, -0.002, -0.024, -0.070, -0.094, -0.449, -0.034, -0.137, -0.228, -0.203, -0.038, -0.047, 0.004, -0.416, -0.057, -0.183, -0.094, -0.116, -0.095, -0.215, -0.013, -0.743, -0.135, -0.230, -0.041, -0.193, -0.135, -0.262, -0.240, -0.239, 0.048, -0.008, -0.031, -0.180, -0.235, -0.478, 0.105, 0.097, 0.115, 0.113, 0.121, 0.115, 0.053, 0.117, 0.113, 0.098, 0.066, 0.101, 0.111, 0.117, 0.114, 0.074, -0.069, 0.110, 0.039, -0.048, -0.080, 0.122, 0.084, 0.076, 0.127, 0.106, 0.103, 0.110, 0.102, 0.109, 0.111, 0.115, 0.057, 0.055, 0.078, 0.069, 0.113]
}